Entry from the OMol25 dataset: a structure of composition C2H17B2O5Zr (ωB97M-V/def2-TZVPD).

The highest occupied orbital energy is -13.86 eV. As for the spin multiplicity: 1. The calculation puts the relative energy (zero: lowest compared OMol25 entry of this formula, charge and spin) at 0.0 kcal/mol. As for the net charge: +1. Its HOMO-LUMO gap is 0.3653 Ha. The LUMO energy comes out at -0.14410 hartree.

Element x y z (Å)
Zr (-0.5078, -0.0778, -0.0019)
C (3.7733, 0.3977, -0.1499)
C (2.2543, 0.3250, -0.1229)
O (1.4203, 1.2023, 0.2506)
O (1.5848, -0.6922, -0.4183)
H (4.1963, 0.6494, 0.8227)
H (4.0058, 1.1393, -0.9141)
H (4.1761, -0.5173, -0.5842)
B (-0.7679, 1.0949, -1.9452)
H (0.0636, 0.4176, -2.0640)
H (-1.6185, 0.5115, -1.6287)
H (-0.4710, 1.7433, -1.1355)
H (-1.0134, 1.6330, -2.8477)
B (-0.2973, -1.1678, 2.0030)
H (0.1776, -1.8123, 2.7264)
H (0.2528, -0.2652, 1.7867)
H (-0.5331, -1.7287, 1.1120)
H (-1.2084, -0.8023, 2.4509)
O (-0.7420, -1.7877, -1.3247)
H (-0.1759, -2.5552, -1.2425)
H (-1.3221, -1.9949, -2.0573)
O (-2.7090, -0.4744, 0.3003)
H (-3.3688, -1.1437, 0.1188)
H (-3.2079, 0.2682, 0.6407)
O (-1.1826, 1.5883, 1.1872)
H (-0.6822, 2.2183, 1.7058)
H (-2.0971, 1.8310, 1.3318)

---

Entry from the OMol25 dataset: an isolated molecule of C2H5N3O3 (ωB97M-V/def2-TZVPD).

As for the SMILES: [H]/N=C(\NO)NOC=O. The highest occupied orbital energy is -8.94 eV. As for the spin multiplicity: 1. The calculation puts the relative energy (zero: lowest compared OMol25 entry of this formula, charge and spin) at 152.2 kcal/mol. Its HOMO-LUMO gap is 0.3363 Ha. The LUMO energy comes out at 0.00763 hartree.

Element x y z (Å)
H (-2.4019, 0.4761, -1.3214)
N (-1.9587, 0.9776, -0.5588)
C (-0.7437, 0.6411, -0.3107)
N (-0.0501, -0.4733, -0.8758)
O (-0.6825, -0.8590, -2.1272)
N (-0.1274, 1.0238, 0.9775)
O (0.1460, -0.1757, 1.6492)
C (1.3666, -0.5807, 1.1645)
O (2.0734, -0.0521, 0.3568)
H (1.1516, -0.4854, -0.6664)
H (-0.2156, -1.9240, -1.8289)
H (-1.1167, 1.2888, 1.3550)
H (1.5037, -1.7209, 1.5082)

---

Entry from the OMol25 dataset: a cluster of 3 separate species, C5H9NO in total (ωB97M-V/def2-TZVPD).

The highest occupied orbital energy is -9.20 eV. As for the spin multiplicity: 1. The calculation puts the relative energy (zero: lowest compared OMol25 entry of this formula, charge and spin) at 126.5 kcal/mol. Its HOMO-LUMO gap is 0.3167 Ha. The LUMO energy comes out at -0.02152 hartree.

Element x y z (Å)
C (1.8910, 1.1684, 0.2165)
O (0.5911, 0.2605, -0.9409)
C (-0.2589, -0.5192, -0.5001)
C (-1.5242, -0.6832, -1.2722)
C (-0.1549, -1.1697, 0.8415)
C (-0.2396, 1.9626, 0.7404)
N (-1.3936, 1.9029, 0.9348)
H (1.9945, 2.1316, -0.2603)
H (1.8782, 1.1918, 1.2960)
H (2.5192, 0.3862, -0.2012)
H (-1.9717, -1.6736, -1.1618)
H (-1.3800, -0.4223, -2.3218)
H (-2.1906, 0.0678, -0.8154)
H (-0.7628, -0.5544, 1.5178)
H (0.8730, -1.1822, 1.2092)
H (-0.5632, -2.1834, 0.8202)

---

Entry from the OMol25 dataset: a cluster of 2 separate species, C3H4O3 in total (ωB97M-V/def2-TZVPD).

The highest occupied orbital energy (spin up / spin down) is -8.74 / -8.11 eV. As for the spin multiplicity: 1. The calculation puts the relative energy (zero: lowest compared OMol25 entry of this formula, charge and spin) at 95.3 kcal/mol. Its HOMO-LUMO gap (spin up / spin down) is 0.3202 / 0.2782 Ha. The LUMO energy (spin up / spin down) comes out at -0.00117 / -0.02005 hartree.

Element x y z (Å)
C (-1.6391, 0.0543, 0.1472)
C (0.8681, -0.6067, 0.1340)
C (1.6835, 0.5699, -0.1044)
O (-1.4986, 1.2265, 0.1131)
O (1.1823, -1.7700, 0.1346)
O (-2.9517, -0.5660, 0.1356)
H (-3.0795, -1.5592, 0.0292)
H (1.0969, 1.4533, -0.4427)
H (2.2382, 0.3440, -0.9984)
H (2.0999, 0.8540, 0.8519)

---

Entry from the OMol25 dataset: a structure of composition CH5NOSi (ωB97M-V/def2-TZVPD).

The highest occupied orbital energy (spin up / spin down) is -5.31 / -10.65 eV. As for the spin multiplicity: 3. The calculation puts the relative energy (zero: lowest compared OMol25 entry of this formula, charge and spin) at 72.8 kcal/mol. Its HOMO-LUMO gap (spin up / spin down) is 0.2331 / 0.2730 Ha. The LUMO energy (spin up / spin down) comes out at 0.03779 / -0.11848 hartree.

Element x y z (Å)
C (1.1787, -0.6807, -0.6524)
N (2.0564, 0.0905, -0.6798)
O (-0.0949, -0.5330, 0.6736)
Si (-1.4052, 0.4252, 0.6125)
H (0.6694, -1.6242, -1.0308)
H (3.0095, 0.3068, -0.9058)
H (-0.7691, 1.8414, 0.3543)
H (-2.1110, 0.0103, 2.0364)
H (-2.5338, 0.1635, -0.4080)

---

What is the formula in the first record? C2H17B2O5Zr

---

What is the formula in the second record? C2H5N3O3

---

Copy entry 2 word for word.
Entry from the OMol25 dataset: an isolated molecule of C2H5N3O3 (ωB97M-V/def2-TZVPD).

As for the SMILES: [H]/N=C(\NO)NOC=O. The highest occupied orbital energy is -8.94 eV. As for the spin multiplicity: 1. The calculation puts the relative energy (zero: lowest compared OMol25 entry of this formula, charge and spin) at 152.2 kcal/mol. Its HOMO-LUMO gap is 0.3363 Ha. The LUMO energy comes out at 0.00763 hartree.

Element x y z (Å)
H (-2.4019, 0.4761, -1.3214)
N (-1.9587, 0.9776, -0.5588)
C (-0.7437, 0.6411, -0.3107)
N (-0.0501, -0.4733, -0.8758)
O (-0.6825, -0.8590, -2.1272)
N (-0.1274, 1.0238, 0.9775)
O (0.1460, -0.1757, 1.6492)
C (1.3666, -0.5807, 1.1645)
O (2.0734, -0.0521, 0.3568)
H (1.1516, -0.4854, -0.6664)
H (-0.2156, -1.9240, -1.8289)
H (-1.1167, 1.2888, 1.3550)
H (1.5037, -1.7209, 1.5082)